No. 1
{"formula": "C6H11N3O", "method": "the ωB97M-V functional and the def2-TZVPD basis", "elements": ["O", "N", "N", "N", "C", "C", "C", "C", "C", "C", "H", "H", "H", "H", "H", "H", "H", "H", "H", "H", "H"], "positions_angstrom": [[0.520, -1.278, 4.680], [0.050, 0.366, -0.706], [0.306, -1.760, 2.315], [-1.756, -0.320, 0.588], [-0.549, 1.031, -1.818], [0.733, 1.712, -2.200], [0.685, -0.943, 1.068], [-0.275, -0.345, 0.298], [0.337, -1.560, 3.589], [1.374, 0.682, -1.211], [1.083, 1.530, -3.211], [2.080, 0.840, -0.366], [1.704, -1.115, 0.736], [0.908, 2.694, -1.966], [-2.047, 0.661, 0.705], [1.637, -0.248, -1.642], [-0.145, -2.712, 2.162], [-1.957, -0.780, 1.519], [-1.340, 1.697, -1.647], [-0.899, 0.360, -2.686], [-2.448, -0.511, -0.207]], "e_lumo_ev": -8.662, "total_charge": 2}

=====

No. 2
{"formula": "C6H11N3O2", "method": "the ωB97M-V functional and the def2-TZVPD basis", "elements": ["O", "O", "N", "N", "N", "C", "C", "C", "C", "C", "C", "H", "H", "H", "H", "H", "H", "H", "H", "H", "H", "H"], "positions_angstrom": [[-2.493, -1.146, 0.872], [-0.633, 1.977, 1.312], [1.623, -0.424, 0.137], [1.060, 0.573, 0.950], [-2.899, 0.061, -1.111], [-1.993, -0.598, -0.277], [0.065, 1.406, 0.546], [2.795, -1.027, 0.700], [0.549, -1.282, -0.239], [0.326, 1.683, -0.927], [-0.702, -0.987, -0.460], [-3.756, 0.514, -0.842], [-3.117, -0.526, 1.181], [2.916, -2.033, 0.326], [-0.418, 2.420, -1.349], [1.096, 0.221, 1.956], [0.038, 0.717, -1.365], [-2.855, 0.352, -2.088], [1.355, 1.912, -1.103], [2.591, -1.268, 1.823], [3.587, -0.340, 0.652], [0.864, -2.206, -0.694]], "e_lumo_ev": [0.416, -1.866], "multiplicity": 3}

=====

Please write out number 1 again, unchanged.
{"formula": "C6H11N3O", "method": "the ωB97M-V functional and the def2-TZVPD basis", "elements": ["O", "N", "N", "N", "C", "C", "C", "C", "C", "C", "H", "H", "H", "H", "H", "H", "H", "H", "H", "H", "H"], "positions_angstrom": [[0.520, -1.278, 4.680], [0.050, 0.366, -0.706], [0.306, -1.760, 2.315], [-1.756, -0.320, 0.588], [-0.549, 1.031, -1.818], [0.733, 1.712, -2.200], [0.685, -0.943, 1.068], [-0.275, -0.345, 0.298], [0.337, -1.560, 3.589], [1.374, 0.682, -1.211], [1.083, 1.530, -3.211], [2.080, 0.840, -0.366], [1.704, -1.115, 0.736], [0.908, 2.694, -1.966], [-2.047, 0.661, 0.705], [1.637, -0.248, -1.642], [-0.145, -2.712, 2.162], [-1.957, -0.780, 1.519], [-1.340, 1.697, -1.647], [-0.899, 0.360, -2.686], [-2.448, -0.511, -0.207]], "e_lumo_ev": -8.662, "total_charge": 2}